ORCA calculation (ωB97M-V with the def2-TZVPD basis set) on a single C3H9NS molecule in a non-equilibrium geometry.

Geometry as XYZ:
```
14
Properties=species:S:1:pos:R:3:forces:R:3
C 0.513334 -2.038794 -0.573928 -1.55 0.76 -0.44
N 0.340321 -0.638737 -0.986644 -0.46 1.22 -0.73
C -0.520843 0.193039 -0.120220 1.69 -1.19 0.71
C 0.105221 1.509273 0.378051 0.99 0.35 -0.46
S -1.037726 1.982358 1.673090 0.04 0.47 0.91
H -0.399355 -2.641456 -0.722707 0.00 0.06 0.05
H 1.272465 -2.514349 -1.188541 0.46 0.07 0.51
H 0.651409 -1.981453 0.506748 0.75 -0.55 -0.18
H 0.011537 -0.509191 -1.935754 0.36 -0.49 -0.10
H -0.508162 -0.461773 0.765125 -0.72 0.69 0.27
H -1.560361 0.346887 -0.413893 0.01 -0.13 -0.37
H 0.275883 2.393803 -0.243094 -0.98 -0.43 -0.94
H 1.164890 1.388495 0.645317 -0.46 -0.78 0.83
H -0.308612 2.971898 2.216452 -0.12 -0.04 -0.06
```
Positions in Å, forces in eV/Å.

Calculated values
- ΔE to the lowest compared entry with this formula, charge and spin (kJ/mol) = 112.3
- HOMO-LUMO gap (Eh) = 0.3620
- net charge = 0
- SMILES string = CNCCS
- maximum force (eV/A) = 2.18
- LUMO level (eV) = 1.03

Mulliken population analysis, charges in e, atoms 1 to 2: number 1, C, carries -0.7539; number 2, N, carries -0.3528

---

ORCA calculation (ωB97M-V with the def2-TZVPD basis set) on a molecular structure, C3H4HgLiO3 in a non-equilibrium geometry.

Geometry as XYZ:
```
12
Properties=species:S:1:pos:R:3:forces:R:3
O -2.287213 0.203057 -0.280806 0.86 0.32 0.06
C -1.637286 -0.900548 0.170362 0.75 0.27 1.61
C -0.164664 -0.928330 -0.182704 0.28 -0.71 -1.51
Li -1.340600 1.708206 -0.256048 -0.75 -0.48 -0.03
H -1.469570 -0.959590 1.304926 -1.28 -0.02 -0.65
H -0.006350 -1.018330 -1.264917 0.16 0.20 0.23
H 0.435687 -1.664028 0.366383 -0.08 0.42 -0.01
O 0.376562 0.494426 0.131778 0.56 0.73 0.08
C 1.635479 0.712042 0.135266 -0.72 -2.40 -0.17
Hg 4.234897 2.494898 -0.065622 1.51 0.50 -0.12
O 2.272458 1.729432 0.126863 -1.47 0.92 0.25
H -2.049404 -1.871238 -0.185477 0.18 0.26 0.26
```
Positions in Å, forces in eV/Å.

Calculated values
- ΔE to the lowest compared entry with this formula, charge and spin (kJ/mol) = 238.1
- HOMO-LUMO gap (alpha / beta) (Eh) = 0.2708 / 0.1258
- net charge = +1
- multiplicity = 3
- <S²> = 2.00
- maximum force (eV/A) = 2.51
- LUMO level (alpha / beta) (eV) = -4.03 / -7.95

Mulliken population analysis, charges in e, atoms 1 to 2: number 1, O, carries -0.9109; number 2, C, carries -0.3208

---

ORCA calculation (ωB97M-V with the def2-TZVPD basis set) on 2 unconnected molecules or ions with the total composition C15H35N5O11P in a non-equilibrium geometry.

Geometry as XYZ:
```
67
Properties=species:S:1:pos:R:3:forces:R:3
O 3.359843 -0.379536 -1.302294 0.11 0.31 0.19
O 1.936421 3.698020 -1.659297 -0.22 -0.11 0.34
O -6.311798 -4.195685 -3.418392 -0.23 -0.12 0.46
O 1.028627 -1.588187 1.503155 0.09 -0.15 -0.10
O -0.956684 -0.813914 3.183139 -0.02 0.02 -0.12
O -4.764317 -3.564754 0.984224 0.26 0.45 -0.11
O -3.548345 -0.650184 2.482720 0.07 -0.15 -0.06
O -3.258204 -0.427786 -0.280798 -0.20 -0.38 -0.01
O -3.998122 -4.697994 -4.055115 1.36 0.54 0.56
O -4.927272 -2.296462 -4.125332 1.59 0.16 0.16
O -4.469675 -3.474532 -1.809052 0.55 0.63 -1.67
C 2.200737 -0.721486 -1.493610 0.94 -0.66 0.03
C 2.034100 2.491330 -1.854431 0.43 0.60 -0.05
C 3.979948 4.196434 3.053883 -0.83 -0.80 -0.45
N 5.091131 3.653512 3.470145 0.93 -1.25 0.35
N 2.868011 1.992566 -2.770652 0.04 -0.95 -0.37
N 2.955888 3.483039 2.614687 -0.20 -0.59 0.11
N 1.151995 0.099133 -1.357630 -0.82 0.86 -0.14
N 3.905712 5.496892 3.081041 -0.52 1.80 -0.12
C 1.908912 -2.130595 -1.955318 -0.03 0.12 0.04
C 3.713473 2.795829 -3.653218 -0.35 0.20 0.34
C -0.301346 -2.082909 1.269430 -0.01 -0.27 -0.14
C -5.232655 -2.461804 -1.135229 -0.40 0.73 0.89
C 2.853448 2.010236 2.516457 -0.03 -0.08 -0.60
C 2.705476 1.539316 1.063684 -0.35 0.00 0.01
C -1.312228 -1.077165 1.818447 1.01 -0.50 -0.17
C -4.726950 -2.293990 0.306890 -0.33 -0.85 -0.46
C -2.757437 -1.597936 1.758010 0.56 0.09 0.61
C -3.291157 -1.733071 0.317719 -0.28 0.62 1.16
C 1.297001 1.795962 0.498637 0.67 0.18 0.01
C 1.143616 1.546709 -1.019502 0.02 -0.57 0.27
P -4.943927 -3.663738 -3.342431 -3.01 -1.02 1.08
H 1.691412 -2.260551 1.255800 -0.60 0.36 0.21
H 0.018253 -0.815042 3.239286 -0.61 -0.07 -0.12
H -5.639820 -3.983219 0.904029 0.45 0.46 -0.10
H -3.086625 -0.489759 3.330569 -0.32 -0.10 -0.59
H -3.655654 0.199430 0.355345 0.20 -0.49 -0.22
H -4.245259 -5.508845 -3.594898 0.18 -0.70 -0.36
H -5.330379 -2.575450 -4.955975 -0.32 0.55 -0.47
H 5.854264 4.219786 3.789254 0.14 -0.12 0.05
H 5.180924 2.654365 3.437606 0.34 0.03 0.13
H 2.991704 0.989840 -2.775890 0.18 0.30 -0.02
H 2.159387 4.000305 2.279830 -0.05 0.00 -0.06
H 0.250145 -0.318347 -1.540655 0.04 0.23 0.00
H 4.682462 6.042392 3.405423 -0.08 0.23 -0.05
H 3.078373 5.961058 2.748108 0.12 0.23 0.05
H 2.839435 -2.697703 -1.973654 -0.12 0.15 0.02
H 1.206945 -2.610170 -1.279984 -0.21 -0.16 -0.04
H 1.487562 -2.100635 -2.959289 -0.11 -0.13 -0.01
H 3.090983 3.346206 -4.362162 0.13 0.02 0.05
H 4.289653 3.511796 -3.063192 -0.05 -0.02 -0.10
H 4.400187 2.150504 -4.203898 -0.20 -0.02 0.18
H -0.467034 -2.233901 0.199802 -0.01 0.05 -0.06
H -0.433248 -3.048696 1.770021 -0.02 0.08 0.03
H -5.159820 -1.501766 -1.659083 0.11 -0.17 0.05
H -6.292226 -2.741232 -1.107537 0.15 -0.17 -0.11
H 1.990929 1.663857 3.090424 0.09 0.20 0.17
H 3.738461 1.532115 2.936931 -0.06 0.20 0.14
H 3.459210 2.033106 0.448807 0.07 -0.09 -0.06
H 2.894216 0.466919 1.047678 0.13 0.02 -0.07
H -1.237367 -0.151635 1.240090 -0.11 0.06 -0.01
H -5.382018 -1.587689 0.829003 0.03 0.11 -0.15
H -2.802102 -2.570672 2.259650 -0.04 -0.03 -0.08
H -2.658180 -2.422511 -0.248827 0.01 0.29 -0.06
H 0.586367 1.171264 1.037638 -0.09 -0.09 -0.06
H 1.025803 2.834124 0.694537 -0.13 0.12 -0.22
H 0.138838 1.893502 -1.264756 -0.03 -0.13 -0.10
```
Positions in Å, forces in eV/Å.

Calculated values
- HOMO-LUMO gap (Eh) = 0.3325
- net charge = +1
- maximum force (eV/A) = 3.36
- LUMO level (eV) = -2.69

Mulliken population analysis, charges in e, atoms 1 to 2: number 1, O, carries -0.6278; number 2, O, carries -0.6836

---

ORCA calculation (ωB97M-V with the def2-TZVPD basis set) on a molecular structure, C32H29ClCoN2O5.

Geometry as XYZ:
```
70
Properties=species:S:1:pos:R:3:forces:R:3
Co 1.595164 -0.605410 -0.425413 -0.10 0.76 0.03
O -0.132059 0.579172 -1.185881 0.06 -0.01 -0.02
C -0.162510 0.797013 -2.596631 -0.08 0.02 -0.01
C 0.776349 -0.263847 -3.272479 0.15 -0.18 0.23
O 0.660838 -0.400699 -4.491448 0.09 0.00 0.00
O 1.600240 -0.836184 -2.498240 -0.18 -0.04 -0.39
C 0.343074 2.203144 -2.915784 -0.14 0.02 -0.03
C 1.470961 2.447154 -3.685608 0.12 0.03 0.01
C 1.893348 3.751720 -3.921578 0.01 -0.10 0.00
C 1.194637 4.824519 -3.394238 -0.04 0.00 0.02
C 0.064051 4.589030 -2.622684 -0.01 -0.05 0.02
C -0.356909 3.289026 -2.392874 -0.05 0.05 0.01
C -1.600596 0.610702 -3.080526 0.02 -0.03 0.07
C -1.975614 0.973302 -4.372842 0.02 0.01 -0.02
C -3.276906 0.778992 -4.808855 0.00 -0.01 0.05
C -4.228244 0.224554 -3.957965 0.08 0.00 0.02
C -3.862383 -0.130918 -2.668435 0.02 0.03 -0.03
C -2.554423 0.057823 -2.232048 -0.02 0.03 0.03
H -0.001194 1.404066 -0.693726 0.09 -0.02 0.00
H 2.024826 1.614167 -4.099306 -0.02 0.03 -0.02
H 2.782949 3.925362 -4.516212 -0.01 -0.02 0.01
H 1.530011 5.838308 -3.578843 0.00 0.00 0.02
H -0.486792 5.417253 -2.193100 0.00 -0.01 -0.01
H -1.243759 3.109249 -1.792424 0.02 0.01 -0.03
H -1.234827 1.399023 -5.037604 0.00 -0.03 0.02
H -3.551990 1.060934 -5.818728 0.00 0.01 -0.01
H -5.245597 0.074389 -4.299688 -0.01 0.01 0.00
H -4.594995 -0.549893 -1.988240 0.03 0.00 0.00
H -2.271126 -0.210105 -1.221318 -0.04 -0.01 -0.04
C 4.170285 -4.781738 -2.323611 -0.12 0.16 -0.01
O 2.940572 -4.156372 -1.972147 0.14 -0.38 -0.24
C 2.888301 -3.297875 -0.940618 0.33 0.07 0.18
O 1.829031 -2.891154 -0.545484 -0.26 -0.03 -0.11
N 4.090791 -3.016873 -0.326929 -0.04 0.36 -0.12
N 4.132960 -2.002292 0.667020 -0.02 -0.21 0.06
H 3.916821 -5.564435 -3.032274 -0.04 -0.02 -0.01
H 4.662055 -5.214670 -1.454440 -0.01 -0.05 0.08
H 4.850160 -4.081241 -2.814733 -0.01 0.06 -0.01
H 4.888595 -2.951470 -0.935495 0.13 -0.14 0.06
H 3.804245 -1.120099 0.270530 -0.02 0.10 -0.09
H 3.429956 -2.233199 1.365572 0.01 -0.05 0.03
C 0.971530 -0.667357 1.419707 -0.57 -0.11 0.47
C 0.153028 -0.570705 2.335214 0.18 -0.07 0.22
C -0.792444 -0.472617 3.406355 -0.18 -0.04 -0.10
C -0.295707 -0.332290 4.746973 0.00 -0.06 0.01
C -1.042495 -0.617565 5.929722 0.17 0.09 -0.10
C -0.498058 -0.488186 7.198160 0.00 0.02 -0.12
C 0.821622 -0.083914 7.388970 -0.04 -0.01 -0.03
C 1.591442 0.153217 6.247707 -0.05 -0.03 -0.06
C 1.065312 0.025926 4.975750 -0.04 0.04 0.11
C -2.194247 -0.544058 3.031034 0.21 0.10 0.01
C -3.258262 0.037881 3.769479 -0.04 -0.15 -0.06
C -4.574200 -0.006022 3.329824 0.13 -0.03 0.00
C -4.918472 -0.622302 2.130088 0.03 0.00 -0.02
C -3.888636 -1.175680 1.366650 0.06 0.02 0.07
C -2.573211 -1.133299 1.794178 -0.07 0.02 -0.03
H -2.047567 -0.999541 5.833475 -0.13 0.03 0.00
H -1.114864 -0.724469 8.061359 -0.02 -0.01 -0.02
H 1.239061 0.025057 8.384035 0.00 -0.01 -0.02
H 2.632048 0.444363 6.361423 0.00 0.01 -0.04
H 1.686028 0.212143 4.107632 0.01 0.00 0.02
H -3.032519 0.576883 4.677940 0.03 0.01 0.09
H -5.347007 0.471971 3.925764 0.03 0.00 0.02
H -5.947408 -0.648953 1.788097 0.02 0.00 0.01
H -4.122400 -1.650546 0.416806 0.04 0.01 0.02
H -1.786565 -1.552332 1.176019 -0.04 0.01 0.02
Cl 2.239853 2.534583 0.083281 -0.02 -0.08 -0.03
C 3.021301 0.987879 -0.541537 0.20 -0.31 -0.23
H 3.951877 0.924707 0.030738 0.01 0.12 0.06
H 3.300664 1.234785 -1.569538 0.00 0.05 0.00
```
Positions in Å, forces in eV/Å.

Calculated values
- HOMO-LUMO gap (alpha / beta) (Eh) = 0.1344 / 0.1362
- net charge = -2
- multiplicity = 4
- <S²> = 3.76
- maximum force (eV/A) = 0.77
- LUMO level (alpha / beta) (eV) = 4.05 / 4.05

Mulliken population analysis, charges in e, atoms 1 to 2: number 1, Co, carries 0.6774; number 2, O, carries -0.3579

---

ORCA calculation (ωB97M-V with the def2-TZVPD basis set) on a molecular structure, C11H32BaO11 in a non-equilibrium geometry.

Geometry as XYZ:
```
55
Properties=species:S:1:pos:R:3:forces:R:3
Ba -0.672830 -0.219633 0.445416 0.30 0.36 -0.25
C 0.050978 3.309025 1.737039 0.05 -0.32 0.58
O 0.623427 1.984767 1.661753 -0.07 0.22 -0.11
H 0.850112 4.044510 1.810582 -0.11 0.14 -0.22
H -0.564273 3.472888 0.859649 0.10 -0.02 -0.15
H -0.570771 3.379726 2.631779 -0.05 0.09 -0.06
H 1.335295 1.973627 2.308755 0.02 -0.16 -0.05
C -1.133053 0.590193 4.316507 0.88 0.56 0.25
O -1.683988 0.445381 3.001485 -0.31 -0.13 -0.05
H -1.334033 -0.270663 4.952224 -0.37 0.15 0.04
H -0.046959 0.688772 4.272950 -0.07 -0.24 -0.47
H -1.444277 1.548376 4.736453 -0.40 -0.31 0.27
H -2.624045 0.636714 3.109506 0.03 -0.08 -0.19
C 0.442878 -2.497965 3.148265 -0.15 -0.29 -0.35
O 0.743769 -1.223606 2.546617 0.33 -0.05 0.11
H 0.726986 -3.318215 2.485594 0.05 0.09 -0.06
H 0.946956 -2.647813 4.100094 -0.12 0.24 0.10
H -0.639334 -2.521559 3.262850 0.04 -0.05 0.25
H 1.666260 -1.006918 2.713795 -0.03 -0.11 0.09
C -4.095690 0.966319 -0.937251 0.33 -0.51 0.78
O -2.853427 1.454681 -0.370778 -0.04 -0.08 -0.14
H -3.867547 -0.007655 -1.368914 0.00 0.09 -0.19
H -4.775092 0.790436 -0.103189 -0.38 0.17 -0.28
H -4.516367 1.612780 -1.700568 0.07 0.15 0.06
H -2.963111 2.375288 -0.111497 -0.07 -0.02 -0.06
C 2.498878 -0.135299 -1.411474 1.19 -0.30 -0.43
O 1.994341 -0.186089 -0.083551 -0.86 0.22 0.13
H 3.242060 -0.921393 -1.564392 -0.20 -0.15 -0.04
H 1.691619 -0.274095 -2.125452 -0.18 -0.04 0.21
H 3.025173 0.789918 -1.658097 -0.28 0.23 0.32
H 2.662757 -0.321913 0.588332 0.47 0.04 -0.35
C 2.767080 -3.748237 -0.048209 0.14 0.00 0.38
O 1.672882 -4.557073 -0.481283 0.21 0.04 0.09
C 0.480696 -4.019684 -0.577581 0.29 -1.01 0.53
O 0.208316 -2.862997 -0.337268 -0.52 1.22 0.10
O -0.355178 -4.980617 -0.879448 -0.44 -0.31 -0.13
C -1.749758 -4.675917 -0.852444 -0.33 0.73 -0.30
H 2.453597 -2.890556 0.549839 -0.30 0.11 -0.42
H 3.322355 -3.461857 -0.936209 0.23 0.13 0.17
H 3.352448 -4.358194 0.636087 0.18 -0.23 -0.39
H -2.276644 -5.343434 -1.525248 0.26 -0.17 -0.03
H -1.871780 -3.648726 -1.202227 -0.23 -0.12 0.01
H -2.169184 -4.773042 0.148400 0.24 -0.09 0.08
C 0.231802 2.144922 -4.982546 0.31 0.30 -1.68
O -0.198912 1.557730 -3.762150 -0.88 -0.50 -0.22
C -0.037388 2.199358 -2.631570 1.86 -0.12 -1.01
O -0.176939 1.621461 -1.579270 -0.59 0.01 1.17
O 0.511671 3.385862 -2.820363 -0.54 0.31 0.01
C 0.918356 4.142822 -1.680714 0.63 -0.58 0.55
H 1.316481 2.227582 -5.012360 -0.02 0.29 0.27
H -0.255075 3.084297 -5.240342 0.12 0.20 0.64
H -0.025365 1.515664 -5.836235 -0.22 -0.57 0.60
H 1.471264 3.475309 -1.012025 -0.24 0.08 0.13
H 0.059934 4.568902 -1.171481 0.01 0.17 -0.07
H 1.632650 4.885836 -2.019835 -0.34 0.20 -0.22
```
Positions in Å, forces in eV/Å.

Calculated values
- ΔE to the lowest compared entry with this formula, charge and spin (kJ/mol) = 0.0
- HOMO-LUMO gap (Eh) = 0.4134
- net charge = +2
- maximum force (eV/A) = 2.12
- LUMO level (eV) = -5.26

Mulliken population analysis, charges in e, atoms 1 to 2: number 1, Ba, carries 1.6027; number 2, C, carries -0.6063

---

ORCA calculation (ωB97M-V with the def2-TZVPD basis set) on a single HINOP molecule in a non-equilibrium geometry.

Geometry as XYZ:
```
5
Properties=species:S:1:pos:R:3:forces:R:3
N -1.122172 -0.082699 0.114901 -0.86 0.38 0.57
O -1.435172 0.682688 0.992111 -0.29 0.32 0.24
P 0.186957 -0.212648 -0.933923 0.79 -2.39 0.22
I 1.902815 1.194074 0.047019 0.10 -0.02 0.18
H 0.467572 -1.581414 -0.220108 0.25 1.71 -1.22
```
Positions in Å, forces in eV/Å.

Calculated values
- ΔE to the lowest compared entry with this formula, charge and spin (kJ/mol) = 0.0
- HOMO-LUMO gap (alpha / beta) (Eh) = 0.3060 / 0.2992
- net charge = 0
- multiplicity = 3
- <S²> = 2.01
- maximum force (eV/A) = 2.53
- LUMO level (alpha / beta) (eV) = -0.05 / -1.63

Mulliken population analysis, charges in e, atoms 1 to 2: number 1, N, carries 0.1268; number 2, O, carries -0.2932